<i>
{
  "formula": "C2H2N2O2S",
  "method": "the ωB97M-V functional and the def2-TZVPD basis",
  "species": ["C", "C", "H", "H", "N", "N", "O", "O", "S"],
  "coordinates": [[0.6337, -0.4324, -1.1415], [-0.2954, 0.2519, 0.6720], [1.0265, -1.5874, -2.5818], [1.7604, 0.9078, 0.0806], [-0.2329, -1.3366, -0.7964], [0.7736, 0.5082, -0.2865], [1.5052, -0.6597, -2.2167], [-0.9330, -0.8486, 0.2794], [-0.8237, 1.2268, 1.7748]],
  "lumo_energy_ev": 0.23,
  "smiles": "Oc1noc(=S)[nH]1",
  "spin_multiplicity": 1,
  "gap_ha": 0.3386,
  "e_homo_ev": -9.0
}

---

<ii>
{
  "formula": "C2H2N2O2S",
  "method": "the ωB97M-V functional and the def2-TZVPD basis",
  "species": ["C", "C", "N", "N", "O", "O", "S", "H", "H"],
  "coordinates": [[0.5642, -1.0097, -0.0244], [-0.8565, -0.0933, -0.2182], [-0.1733, 1.1012, -0.4036], [-2.2400, -0.0698, -0.0162], [-2.8398, -1.1505, 0.0214], [-2.6872, 1.0587, 0.0487], [1.3795, 0.4410, -0.0955], [0.8500, -1.9405, -0.0890], [-0.6581, 1.8410, 0.1620]],
  "lumo_energy_ev": [-1.20, -1.20],
  "spin_multiplicity": 1,
  "gap_ha": [0.2736, 0.2735],
  "e_homo_ev": [-8.6, -8.6]
}

---

The computed energies, referenced to the most stable structure and given in eV, are <i> 0.000; <ii> 4.241.

---

<i>
{
  "formula": "C5H4N2O",
  "method": "the ωB97M-V functional and the def2-TZVPD basis",
  "species": ["C", "C", "C", "C", "C", "H", "H", "H", "H", "N", "N", "O"],
  "coordinates": [[2.1333, -0.4447, -0.2455], [0.7179, -0.3301, -0.0615], [0.1806, 0.9037, 0.0821], [-1.1940, 0.9715, -0.1387], [-0.0841, -1.5000, -0.0328], [0.7794, 1.9757, 0.3562], [-1.5695, 1.1746, 0.9721], [-1.5027, 1.6784, -0.8667], [0.6443, -2.2386, 0.5922], [3.2699, -0.2602, -0.2300], [-1.4013, -1.6086, -0.0514], [-1.9739, -0.3217, -0.3760]],
  "lumo_energy_ev": -0.79,
  "smiles": "N#CC1=CCON=C1",
  "spin_multiplicity": 1,
  "gap_ha": 0.3118,
  "e_homo_ev": -9.3
}

---

<ii>
{
  "formula": "C5H4N2O",
  "method": "the ωB97M-V functional and the def2-TZVPD basis",
  "species": ["C", "C", "C", "C", "C", "H", "H", "H", "H", "N", "N", "O"],
  "coordinates": [[-1.8154, 0.5761, 0.1750], [-0.3192, -0.5910, -0.2484], [1.7663, 0.5788, 0.0563], [0.6159, 1.4645, -0.2097], [-0.5204, 0.8274, 0.0016], [-2.6686, 0.7447, -0.7185], [-2.3661, 0.7999, 1.0537], [2.7156, 0.8174, 0.2538], [0.7618, 2.4673, 0.0213], [0.6079, -1.3448, -0.0489], [1.7647, -0.8036, 0.1457], [-1.6768, -0.8656, 0.0080]],
  "lumo_energy_ev": -0.01,
  "spin_multiplicity": 1,
  "gap_ha": 0.3482,
  "e_homo_ev": -9.5
}

---

<iii>
{
  "formula": "C5H4N2O",
  "method": "the ωB97M-V functional and the def2-TZVPD basis",
  "species": ["C", "C", "C", "C", "C", "H", "H", "H", "H", "N", "N", "O"],
  "coordinates": [[-1.6176, -0.3403, 1.2405], [-0.5867, -1.2951, 1.0976], [1.5136, -0.6288, -0.4303], [1.6441, 0.6347, -1.0347], [-0.3797, 0.4364, -0.3253], [-2.4089, -0.3207, 1.9814], [-0.3899, -2.2660, 1.6180], [2.2508, -1.4396, -0.2030], [2.4344, 1.1044, -1.6256], [0.2371, -0.7024, 0.0782], [-1.4421, 0.7320, 0.3571], [0.3883, 1.2341, -1.0130]],
  "lumo_energy_ev": 0.90,
  "smiles": "c1cn2ccoc2n1",
  "spin_multiplicity": 1,
  "gap_ha": 0.3499,
  "e_homo_ev": -8.6
}

---

The computed energies, referenced to the most stable structure and given in eV, are <i> 3.632; <ii> 3.803; <iii> 0.000.

---

<i>
{
  "formula": "C3H4OS",
  "method": "the ωB97M-V functional and the def2-TZVPD basis",
  "species": ["C", "C", "C", "H", "H", "H", "H", "O", "S"],
  "coordinates": [[0.2848, -0.2100, 0.0934], [-0.9987, 0.0754, 0.5479], [-1.3572, -0.4476, 1.6600], [1.4346, -0.1640, -1.5114], [-1.6122, 0.7772, -0.2144], [-2.0782, 0.0470, 2.4463], [-0.6099, -1.1238, 2.3616], [1.1724, -0.7140, 0.6414], [0.3696, 0.6043, -1.3764]],
  "lumo_energy_ev": 0.03,
  "spin_multiplicity": 1,
  "gap_ha": 0.3694,
  "e_homo_ev": -10.0
}

---

<ii>
{
  "formula": "C3H4OS",
  "method": "the ωB97M-V functional and the def2-TZVPD basis",
  "species": ["C", "C", "C", "O", "S", "H", "H", "H", "H"],
  "coordinates": [[0.8865, 0.7794, -0.0242], [0.6143, -0.5956, -0.5255], [-0.1585, 0.0664, 0.6148], [1.4838, 1.8169, 0.0451], [-2.0132, 0.8174, 0.0169], [0.2160, -0.8361, -1.4175], [1.4257, -1.4416, -0.3186], [-0.1457, -0.1242, 1.6497], [-2.3089, -0.4825, -0.0407]],
  "lumo_energy_ev": -0.31,
  "smiles": "O=C1C[C@@H]1S",
  "spin_multiplicity": 1,
  "gap_ha": 0.3374,
  "e_homo_ev": -9.5
}

---

The computed energies, referenced to the most stable structure and given in eV, are <i> 0.000; <ii> 0.292.

---

<i>
{
  "formula": "C3H7F2NO",
  "method": "the ωB97M-V functional and the def2-TZVPD basis",
  "species": ["C", "C", "C", "N", "O", "F", "F", "H", "H", "H", "H", "H", "H", "H"],
  "coordinates": [[-0.0946, -0.1761, 1.1343], [0.3130, -0.4613, -0.3356], [0.0987, 0.6474, -1.2870], [0.0517, 0.9089, -3.5620], [0.5545, 0.1998, -2.5985], [0.9993, 1.9618, -3.8923], [0.1380, 0.1568, -4.7101], [0.1023, 0.8087, 1.2761], [-1.1018, -0.1754, 1.1392], [0.2884, -0.8915, 1.9085], [-0.1807, -1.2526, -0.8007], [1.2333, -0.8557, -0.2557], [-1.0172, 0.9106, -1.5290], [0.7118, 1.4082, -0.9226]],
  "lumo_energy_ev": 0.95,
  "smiles": "CCCON(F)F",
  "spin_multiplicity": 1,
  "gap_ha": 0.4361,
  "e_homo_ev": -10.9
}

---

<ii>
{
  "formula": "C3H7F2NO",
  "method": "the ωB97M-V functional and the def2-TZVPD basis",
  "species": ["C", "C", "C", "N", "O", "F", "F", "H", "H", "H", "H", "H", "H", "H"],
  "coordinates": [[1.7918, 0.8885, 0.3575], [1.0937, -0.0127, -0.6592], [0.6492, -1.3151, -0.1031], [-2.8703, 0.4490, 0.4171], [-0.4884, -1.7010, 0.1339], [-2.5803, 0.4715, -0.9393], [-4.1727, 0.0084, 0.4036], [1.8613, 1.8307, -0.2219], [1.0597, 1.2261, 1.0795], [2.5478, 0.4459, 0.8938], [1.9276, -0.3922, -1.3093], [0.2054, 0.4968, -1.0441], [1.4556, -1.9465, 0.1355], [-2.4806, -0.4496, 0.8559]],
  "lumo_energy_ev": 0.72,
  "smiles": "CCC=O.FNF",
  "spin_multiplicity": 1,
  "gap_ha": 0.3981,
  "e_homo_ev": -10.1
}

---

The computed energies, referenced to the most stable structure and given in eV, are <i> 1.064; <ii> 0.000.

---

<i>
{
  "formula": "C4H37N2O12S2",
  "method": "the ωB97M-V functional and the def2-TZVPD basis",
  "species": ["S", "S", "C", "C", "C", "N", "C", "N", "H", "H", "H", "H", "H", "H", "H", "H", "H", "H", "H", "H", "H", "H", "H", "O", "H", "H", "O", "H", "H", "O", "H", "H", "O", "H", "H", "O", "H", "H", "O", "H", "H", "O", "H", "H", "O", "H", "H", "O", "H", "H", "O", "H", "H", "O", "H", "H", "O"],
  "coordinates": [[2.4438, -2.4923, 2.1713], [2.3640, -2.1220, 0.2044], [0.8880, -1.0739, -0.1330], [0.5354, -1.1768, -1.5988], [-0.3077, 0.0655, -2.0928], [0.5557, 1.2459, -2.0172], [1.2828, 1.5283, -3.2665], [-0.3635, -2.4001, -1.8055], [3.0718, -1.3949, 2.7317], [0.0437, -1.3533, 0.5267], [1.1549, 0.0099, 0.1290], [1.3871, -1.2314, -2.1953], [-1.1977, 0.1824, -1.4707], [-0.7578, -0.1003, -3.1300], [-0.0241, 2.0401, -1.7581], [2.0008, 0.7014, -3.4840], [0.6045, 1.6674, -4.0951], [1.8836, 2.4710, -3.1411], [-1.3004, -2.1847, -1.3975], [0.0017, -3.1915, -1.2631], [-0.4060, -2.6226, -2.7287], [-5.7863, 1.1271, 1.5849], [-5.8756, 1.3705, 0.0760], [-5.2546, 1.3693, 0.8346], [0.2964, -4.8639, 0.5232], [-0.8643, -3.8041, 0.7690], [-0.3771, -4.2831, 0.0961], [5.2081, 0.0365, -1.3339], [5.5494, 1.4507, -1.8058], [4.8060, 0.8420, -1.6184], [0.3231, 2.0283, 2.3600], [1.2576, 0.8720, 2.8410], [0.3811, 1.2224, 2.9847], [3.4518, 1.3635, 2.8847], [2.8707, 1.0681, 1.4174], [2.9367, 0.7176, 2.3576], [-2.0763, -0.0660, 3.4872], [-0.8028, 0.2614, 2.6667], [-1.6327, -0.3006, 2.6254], [1.2978, 3.1437, 0.7208], [-0.2588, 3.0962, 0.5259], [0.4876, 3.2321, 1.1847], [-2.0605, 3.4715, -0.6643], [-1.9605, 2.0241, -0.2539], [-1.4523, 2.7708, -0.6110], [-3.6336, 0.8548, 0.5151], [-2.3366, 0.3527, 1.2513], [-2.7143, 0.6283, 0.3430], [-1.5896, -1.9380, 2.1519], [-2.4506, -3.2509, 2.4177], [-1.9093, -2.8014, 1.7412], [2.0114, 1.4739, -0.6954], [3.5347, 1.4382, -0.6675], [2.7697, 1.7256, -0.1155], [-2.5755, -2.3754, 0.2252], [-2.7552, -0.9654, -0.3612], [-2.6762, -1.8607, -0.6439]],
  "lumo_energy_ev": -2.23,
  "spin_multiplicity": 1,
  "gap_ha": 0.3446,
  "charge": 1,
  "e_homo_ev": -11.6
}

---

<ii>
{
  "formula": "C4H37N2O12S2",
  "method": "the ωB97M-V functional and the def2-TZVPD basis",
  "species": ["N", "C", "C", "S", "S", "C", "C", "N", "H", "H", "H", "H", "H", "H", "H", "H", "H", "H", "H", "H", "H", "H", "H", "O", "H", "H", "O", "H", "H", "O", "H", "H", "O", "H", "H", "O", "H", "H", "O", "H", "H", "O", "H", "H", "O", "H", "H", "O", "H", "H", "O", "H", "H", "O", "H", "H", "O"],
  "coordinates": [[2.7257, -2.0827, 2.0253], [2.5599, -2.7708, 0.6692], [1.1843, -2.4294, 0.1504], [1.0397, -0.5942, -0.0525], [-0.8478, -0.0033, 0.4211], [-1.7848, 0.0655, -1.1476], [-3.0337, 0.9823, -1.2022], [-2.6338, 2.2514, -1.7727], [3.6406, -2.3493, 2.3797], [2.0180, -2.5134, 2.6821], [2.5258, -1.0864, 1.9253], [2.6687, -3.8385, 0.8871], [3.3657, -2.3288, 0.0531], [0.3457, -2.8142, 0.7079], [0.9949, -2.9719, -0.8012], [-2.1395, -0.9557, -1.2895], [-1.1333, 0.2408, -1.9894], [-3.9014, 0.4509, -1.6204], [-3.2695, 1.0126, -0.0944], [-3.4079, 2.6742, -2.2651], [-2.1923, 2.9098, -1.1475], [-1.7536, -2.9393, 1.2191], [-2.2034, -2.2270, 2.5362], [-1.5223, -2.8042, 2.1637], [-0.0112, -3.4048, 2.8494], [0.4655, -3.1084, 4.3140], [0.7681, -3.3567, 3.4363], [-3.6613, -1.6491, 0.7429], [-4.6185, -0.5294, 0.9014], [-4.0446, -1.0822, 1.4272], [0.1406, 4.8520, -1.2331], [-0.2859, 4.0855, 0.0046], [-0.2475, 3.9995, -0.9803], [2.1593, 2.1111, 2.2140], [0.7667, 1.3490, 2.5287], [1.3362, 2.0956, 2.7656], [3.1638, 2.8677, 0.4694], [4.4623, 2.4880, 1.1002], [3.5374, 2.2184, 1.0989], [-1.7374, -3.1754, -1.3654], [-2.3676, -4.3193, -0.5749], [-2.1239, -3.3945, -0.4888], [0.5405, 0.5362, -3.0314], [0.9500, -0.1462, -4.3969], [0.6150, -0.3174, -3.5124], [1.4351, 3.2792, -1.1497], [2.4980, 2.7802, -2.0601], [2.3465, 2.9286, -1.1218], [-0.1576, -1.7073, -2.6125], [-0.4806, -2.7759, -3.5581], [-0.4729, -2.6517, -2.5888], [0.0132, 2.3009, -4.1709], [-0.2352, 2.7424, -2.7196], [0.4602, 2.4327, -3.3331], [0.2733, 3.4506, 2.2942], [-1.0203, 4.2892, 2.2653], [-0.1790, 4.1722, 1.7817]],
  "lumo_energy_ev": -2.34,
  "spin_multiplicity": 1,
  "gap_ha": 0.3389,
  "charge": 1,
  "e_homo_ev": -11.6
}

---

The computed energies, referenced to the most stable structure and given in eV, are <i> 0.000; <ii> 1.111.

---

<i>
{
  "formula": "C4H4I2",
  "method": "the ωB97M-V functional and the def2-TZVPD basis",
  "species": ["C", "C", "C", "C", "I", "I", "H", "H", "H", "H"],
  "coordinates": [[0.0902, 0.0506, -1.1306], [0.2463, 0.0462, 1.1365], [1.2359, -0.1452, 0.0253], [0.3331, 1.0670, -0.0268], [3.2894, -0.2819, -0.0464], [0.4636, 3.1298, -0.0167], [0.4950, 0.2181, -2.1292], [-0.6501, -0.7234, -0.8720], [-0.6217, -0.6171, 1.0703], [0.5214, 0.4617, 2.1202]],
  "lumo_energy_ev": 0.24,
  "smiles": "I[C@]12C[C@]1(I)C2",
  "spin_multiplicity": 1,
  "gap_ha": 0.3308,
  "e_homo_ev": -8.8
}

---

<ii>
{
  "formula": "C4H4I2",
  "method": "the ωB97M-V functional and the def2-TZVPD basis",
  "species": ["C", "C", "C", "C", "I", "I", "H", "H", "H", "H"],
  "coordinates": [[0.9712, -1.3969, -0.1011], [2.0911, -1.9509, -0.1139], [0.0094, -0.1035, -0.0469], [-0.4545, -1.5184, -0.3274], [3.9714, -1.2761, 0.0284], [4.4114, 1.3947, 0.1275], [-0.3695, 0.1511, 0.9062], [0.3601, 0.7006, -0.7250], [-0.9131, -1.6950, -1.3514], [-1.1567, -1.7965, 0.4281]],
  "lumo_energy_ev": [-1.32, -1.38],
  "spin_multiplicity": 1,
  "gap_ha": [0.2432, 0.2467],
  "e_homo_ev": [-7.9, -8.1]
}

---

The computed energies, referenced to the most stable structure and given in eV, are <i> 0.000; <ii> 2.269.

---

<i>
{
  "formula": "C2H8NOS",
  "method": "the ωB97M-V functional and the def2-TZVPD basis",
  "species": ["C", "C", "N", "O", "S", "H", "H", "H", "H", "H", "H", "H", "H"],
  "coordinates": [[1.3083, -0.2853, -1.2628], [-1.1758, -0.4164, 0.1669], [-0.0397, 1.6564, 1.5458], [0.3588, -2.4826, -0.1249], [0.4783, -1.1138, 0.0377], [1.3169, 0.8848, -1.2277], [0.7005, -0.5971, -2.1121], [2.2798, -0.7893, -1.2814], [-1.7515, -1.0454, 0.9470], [-1.6828, -0.5017, -0.7313], [-1.1026, 0.6036, 0.3243], [0.2812, 2.6247, 1.7210], [-0.9715, 1.4621, 1.9975]],
  "lumo_energy_ev": [-5.32, -7.76],
  "spin_multiplicity": 1,
  "gap_ha": [0.3688, 0.2947],
  "charge": 1,
  "e_homo_ev": [-15.4, -15.8]
}

---

<ii>
{
  "formula": "C2H8NOS",
  "method": "the ωB97M-V functional and the def2-TZVPD basis",
  "species": ["C", "C", "N", "O", "S", "H", "H", "H", "H", "H", "H", "H", "H"],
  "coordinates": [[2.3923, -1.1763, 0.4459], [-0.7421, -0.3983, -0.1127], [-0.8331, 1.5839, -0.1038], [0.3157, -0.4765, -0.7267], [-2.1475, -0.5823, -1.0910], [2.3872, -2.0919, -0.0367], [1.9340, -1.0369, 1.3575], [2.8456, -0.3043, -0.0133], [-0.7879, -0.5795, 1.0295], [-1.6039, 2.2281, 0.1722], [-0.6507, 1.7758, -1.1040], [-0.0170, 1.9196, 0.3549], [-3.0927, -0.8614, -0.1717]],
  "lumo_energy_ev": [-7.28, -7.28],
  "spin_multiplicity": 1,
  "gap_ha": [0.2254, 0.2253],
  "charge": 1,
  "e_homo_ev": [-13.4, -13.4]
}

---

The computed energies, referenced to the most stable structure and given in eV, are <i> 1.247; <ii> 0.000.

---

<i>
{
  "formula": "C2H6N4O",
  "method": "the ωB97M-V functional and the def2-TZVPD basis",
  "species": ["C", "C", "H", "H", "H", "H", "H", "H", "N", "N", "N", "N", "O"],
  "coordinates": [[-0.2488, -0.6607, 0.3406], [-0.9258, 0.6030, 0.2110], [1.7746, -0.3630, -2.2866], [2.5464, -0.1518, -0.7298], [1.3745, -1.7965, -0.1627], [-2.2440, 1.5379, 1.2407], [-2.4067, -0.3807, 1.4545], [0.6275, 1.4520, -0.3080], [1.6584, -0.0833, -1.2843], [0.7421, -0.9322, -0.6025], [-2.0138, 0.6091, 1.0357], [-0.3516, 1.7515, -0.0658], [-0.5330, -1.5852, 1.1573]],
  "lumo_energy_ev": 0.40,
  "smiles": "[H]/N=C(/N)C(=O)NN",
  "spin_multiplicity": 1,
  "gap_ha": 0.3446,
  "e_homo_ev": -9.0
}

---

<ii>
{
  "formula": "C2H6N4O",
  "method": "the ωB97M-V functional and the def2-TZVPD basis",
  "species": ["C", "C", "H", "H", "H", "H", "H", "H", "N", "N", "N", "N", "O"],
  "coordinates": [[0.8686, 0.8064, -0.1474], [-1.1583, -1.3605, 0.5424], [-0.2418, 2.5273, -2.1928], [2.1716, 1.4205, -0.1250], [1.9044, -0.5002, 1.4920], [0.2297, -1.4737, -0.7469], [-1.9227, -2.1233, 0.1167], [-2.3358, -0.0013, 1.6439], [-0.1312, 0.9771, -0.9791], [1.0977, -0.4842, 0.4525], [0.2950, -1.6127, 0.3177], [-1.4116, -0.3731, 1.3555], [0.6345, 2.1975, -1.7296]],
  "lumo_energy_ev": 0.62,
  "spin_multiplicity": 1,
  "gap_ha": 0.3505,
  "e_homo_ev": -8.9
}

---

The computed energies, referenced to the most stable structure and given in eV, are <i> 0.000; <ii> 5.234.